Entry 1:
# C8H13NORu

A molecular structure, C8H13NORu at a distorted geometry (ωB97M-V/def2-TZVPD, the OMol25 dataset).

ORCA input file:
```
! wB97M-V def2-TZVPD RIJCOSX def2/J DEFGRID3
* xyz -1 6
C 0.83701 -1.13112 -2.17494
C -0.15597 -1.91777 -1.48123
C 0.31718 -2.12771 -0.11849
C 1.62425 -1.53557 -0.01251
C 1.93495 -0.89881 -1.26272
Ru 0.09045 -0.09785 -0.48534
N -0.40183 1.68787 -0.52098
C -1.86962 1.46925 -0.18320
C -1.85773 -0.10249 -0.10210
H -0.25192 -2.57059 0.68855
H -1.13846 -2.15203 -1.85866
H 2.23535 -1.51294 0.88044
H 2.80272 -0.28571 -1.47704
H 0.75773 -0.76709 -3.18885
H -2.45962 -0.55412 -0.91238
H -2.39193 1.89284 -1.06895
H 0.16095 2.52641 -0.33224
H -2.02150 -0.47822 0.91969
H -2.02897 2.03903 0.76329
C 0.87284 1.49211 2.63808
O 0.17976 0.58006 1.87379
H 0.34066 1.60142 3.57791
H 0.96536 2.47078 2.16405
H 1.87474 1.11351 2.83057
*
```

Results
energy: -537.17876 Eh
<S²>: 8.77
HOMO-LUMO gap (alpha / beta): 3.12 / 6.81 eV
energy above the lowest of the compared OMol25 structures with the same formula, charge and spin: 180.9 kJ/mol

***

Entry 2:
# C36H56N3O2P2Se2Ta

A molecular structure, C36H56N3O2P2Se2Ta at a distorted geometry (ωB97M-V/def2-TZVPD, the OMol25 dataset).

ORCA input file:
```
! wB97M-V def2-TZVPD RIJCOSX def2/J DEFGRID3
* xyz 2 1
Ta -0.15537 -0.46518 -0.10479
C -1.81871 3.95654 -2.87764
C -0.76551 3.21038 -2.06288
C 0.62680 3.49768 -2.62900
P -1.25782 1.41420 -1.84974
C -2.02361 0.87910 -3.44166
C -2.99841 -0.29012 -3.31095
C -0.89726 0.50881 -4.41441
C -2.56335 1.62709 -0.61357
C -3.90059 1.91530 -0.89352
C -4.84630 2.01382 0.11809
C -6.28416 2.35846 -0.17352
C -4.41611 1.77520 1.42883
C -3.09419 1.50309 1.72225
C -2.14266 1.47292 0.70451
N -0.75458 1.15517 0.95201
C -0.13802 1.68089 2.13483
C -0.62832 2.81065 2.78447
C -0.06549 3.24927 3.97122
C 1.01187 2.58842 4.55718
C 1.59930 3.04408 5.86817
C 1.55525 1.52508 3.85010
C 1.01120 1.07590 2.64892
P 1.92775 -0.02327 1.53723
C 2.80651 -1.38848 2.44232
C 1.89922 -2.18896 3.38028
C 4.07377 -0.93371 3.18131
C 3.25711 1.16196 1.03791
C 2.64938 2.41212 0.40506
C 4.35489 0.58042 0.14183
H -1.63325 5.02732 -2.77470
H -2.83688 3.76884 -2.53622
H -1.74823 3.71444 -3.93933
H -0.80365 3.56940 -1.03216
H 0.71996 3.15792 -3.66392
H 1.42324 3.05878 -2.03811
H 0.79101 4.57745 -2.63218
H -2.55383 1.74722 -3.83371
H -2.51974 -1.15513 -2.85423
H -3.33099 -0.57764 -4.31100
H -3.88364 -0.03948 -2.72951
H -0.32774 -0.34599 -4.04153
H -0.21010 1.33804 -4.59841
H -1.32883 0.22379 -5.37549
H -4.21835 2.05348 -1.92210
H -6.44961 2.52240 -1.23739
H -6.57522 3.26583 0.35824
H -6.95407 1.56312 0.15812
H -5.14116 1.80405 2.23665
H -2.79752 1.30884 2.74460
H -1.45813 3.35823 2.35817
H -0.47847 4.12806 4.45469
H 0.83416 3.47792 6.51078
H 2.36336 3.80794 5.70704
H 2.06549 2.21672 6.40297
H 2.43965 1.04223 4.24781
H 3.11962 -2.04680 1.62558
H 1.32645 -1.53981 4.04558
H 2.52339 -2.83784 3.99810
H 1.19970 -2.81749 2.83692
H 3.85210 -0.29547 4.03588
H 4.79358 -0.42407 2.54736
H 4.56185 -1.82769 3.57266
H 3.68460 1.43724 2.00366
H 2.08518 2.13688 -0.48607
H 3.44600 3.09386 0.09752
H 1.98883 2.95036 1.08544
H 4.07906 0.66427 -0.90780
H 4.58696 -0.46437 0.34867
H 5.27300 1.15382 0.28451
O -2.95898 -1.21820 -0.35068
C -3.54269 -2.41521 0.19278
C -2.52020 -3.55003 0.24934
C -3.30743 -4.84267 0.50474
O -4.19720 -5.04285 -0.57929
C -1.51285 -3.43418 1.40397
Se -1.09625 -1.59908 1.93223
C -1.82090 -3.70780 -1.09661
Se -0.30127 -2.53631 -1.47352
H -3.66130 -0.56805 -0.47738
H -4.36658 -2.72708 -0.44704
H -3.92625 -2.22113 1.19945
H -3.84118 -4.75489 1.45680
H -2.59588 -5.67048 0.58834
H -4.69414 -5.85627 -0.44678
H -0.58054 -3.93837 1.16120
H -1.91574 -3.88083 2.31220
H -2.51648 -3.57891 -1.92182
H -1.38300 -4.70143 -1.18106
N 4.93265 -1.13190 -4.20144
C 3.91350 -0.96210 -3.34287
C 3.01837 0.11803 -3.45832
C 1.99608 0.24730 -2.55727
N 1.78983 -0.59483 -1.52642
C 2.64971 -1.63169 -1.42068
C 3.68915 -1.85323 -2.27795
H 5.06982 -0.50725 -4.97623
H 5.55810 -1.91353 -4.11913
H 3.11836 0.83600 -4.26347
H 1.30060 1.05826 -2.66033
H 2.46531 -2.32318 -0.60993
H 4.33019 -2.71490 -2.13475
*
```

Results
energy: -7262.33827 Eh
HOMO-LUMO gap: 6.45 eV
energy above the lowest of the compared OMol25 structures with the same formula, charge and spin: 42.2 kJ/mol

***

Entry 3:
# C37H23AsF5HgNS2

A molecular structure, C37H23AsF5HgNS2 (ωB97M-V/def2-TZVPD, the OMol25 dataset).

ORCA input file:
```
! wB97M-V def2-TZVPD RIJCOSX def2/J DEFGRID3
* xyz -1 2
Hg 1.65788 -2.25948 -0.03419
S -1.12748 -2.21640 -4.26970
C -0.67537 -0.54402 -4.28838
C -1.14859 0.50012 -5.07664
C -0.58698 1.75291 -4.90899
C 0.44083 1.96224 -3.98363
C 0.90983 0.92683 -3.20046
C 0.33413 -0.33613 -3.33882
N 0.69430 -1.45296 -2.61222
C 0.04554 -2.50404 -2.98344
C 0.24738 -3.85065 -2.41761
C -0.34943 -4.95071 -3.03787
C -0.17189 -6.22379 -2.52830
C 0.61107 -6.39593 -1.39353
C 1.19816 -5.29759 -0.78061
C 1.02514 -4.00072 -1.26245
H -1.93132 0.33864 -5.80701
H -0.94313 2.58111 -5.50875
H 0.87141 2.94977 -3.87312
H 1.71533 1.07076 -2.49280
H -0.95266 -4.82057 -3.93083
H -0.64246 -7.07270 -3.00847
H 0.75122 -7.38770 -0.97773
H 1.78702 -5.45657 0.11660
F -2.41002 -4.22752 6.00070
C -2.12156 -3.72224 4.78942
C -1.04344 -4.19544 4.06745
F -0.28148 -5.17124 4.58557
C -0.75813 -3.67271 2.82038
F 0.29901 -4.19179 2.17760
C -1.51269 -2.65714 2.22217
S -1.13211 -1.95513 0.68633
C -2.59828 -2.21339 2.98972
F -3.39173 -1.23924 2.52487
C -2.90215 -2.72411 4.23741
F -3.95362 -2.25397 4.92823
C 4.27038 4.02461 -0.85693
C 2.99488 4.31365 -1.31769
C 1.91506 3.52543 -0.93347
C 2.09579 2.43647 -0.08621
C 3.38663 2.14599 0.35821
C 4.46293 2.93648 -0.01468
As 0.68953 1.15855 0.41988
C 0.59367 1.61383 2.32451
C 1.12696 2.77143 2.88449
C 0.98699 3.02240 4.24356
C 0.31636 2.11736 5.05521
C -0.20753 0.95589 4.50545
C -0.06627 0.70394 3.14765
C -0.88872 2.15716 -0.17693
C -1.75166 1.50119 -1.04866
C -2.88700 2.14107 -1.53062
C -3.17357 3.43789 -1.13283
C -2.32824 4.09285 -0.24459
C -1.19357 3.45287 0.23173
H 5.11104 4.63770 -1.15752
H 2.83396 5.15578 -1.98055
H 0.92550 3.76471 -1.30340
H 3.55188 1.28585 0.99861
H 5.45625 2.69519 0.34383
H 1.66299 3.47925 2.26279
H 1.40471 3.92756 4.66849
H 0.20451 2.31708 6.11401
H -0.72467 0.23741 5.13032
H -0.47374 -0.20054 2.71351
H -1.54330 0.47882 -1.34159
H -3.54836 1.61928 -2.21115
H -4.05950 3.93733 -1.50618
H -2.55780 5.10002 0.08224
H -0.53978 3.96699 0.92764
*
```

Results
energy: -5163.43780 Eh
<S²>: 0.76
HOMO-LUMO gap (alpha / beta): 5.90 / 6.56 eV
energy above the lowest of the compared OMol25 structures with the same formula, charge and spin: 13.9 kJ/mol

***

Entry 4:
# C5H11NO

A single C5H11NO molecule (ωB97M-V/def2-TZVPD, the OMol25 dataset).

ORCA input file:
```
! wB97M-V def2-TZVPD RIJCOSX def2/J DEFGRID3
* xyz 0 1
C 2.86482 0.45725 -0.13004
N 1.50770 0.28326 -0.59547
C 0.47405 -0.02393 0.26938
O 0.65535 -0.18510 1.46659
C -0.96031 -0.10073 -0.28886
C -1.55697 -1.48496 0.00142
C -1.81429 0.99290 0.37845
H 3.25150 1.42475 -0.47167
H 3.52189 -0.32732 -0.52326
H 2.87891 0.41928 0.96101
H 1.37026 0.17521 -1.58582
H -0.96380 0.07144 -1.37350
H -1.53538 -1.68374 1.07782
H -0.99328 -2.27743 -0.50143
H -2.59873 -1.54614 -0.33799
H -2.85622 0.94157 0.03715
H -1.80653 0.86776 1.46617
H -1.43898 1.99593 0.15004
*
```

Results
energy: -327.12604 Eh
HOMO-LUMO gap: 10.52 eV
energy above the lowest of the compared OMol25 structures with the same formula, charge and spin: 13.9 kJ/mol

***

- Which of these has the lowest energy?
  C36H56N3O2P2Se2Ta